The following is a quantum chemistry calculation of an isolated molecule of C2H3N2P3, from the Open Molecules 2025 dataset.

* max |F|: 3.764 eV Å⁻¹
* molecular weight: 148.0 g/mol
* calculated total energy: -32965.428 eV
* 2S+1: 1

Each line ends with the natural charge from an NBO analysis.
CARTESIAN COORDINATES (ANGSTROEM)
C  0.94481  0.46088  -0.49346  -0.915
C  0.85158  -0.80139  0.33089  -0.698
N  -1.68777  0.23764  -1.09391  -1.285
N  -1.54743  0.50688  1.63366  -1.112
P  -0.42711  0.85354  -1.76288  1.188
P  0.85392  0.71406  1.33066  0.916
P  -2.28681  -0.20875  0.48629  1.167
H  1.77538  0.95410  -0.98464  0.258
H  -0.11802  -1.18700  0.07513  0.236
H  1.64143  -1.52997  0.47826  0.245